[1]
DFT (ωB97M-V with the def2-TZVPD basis set) results for 5 unconnected molecules or ions with the total composition C52H61BFN2O14 at a distorted geometry.

Results
Largest force on an atom   1.11 eV/A
HOMO-LUMO gap   4.024 eV
HOMO energy   -0.1712 Eh
2S+1   1
Total charge   -1
E_LUMO   -0.63 eV

Each line ends with the Mulliken charge.
Element x y z (Å)
C  -4.852  -2.654  -0.417  -1.046
C  -4.055  -3.419  -1.440  0.499
O  -4.595  -4.033  -2.326  -0.575
N  -2.630  -3.360  -1.293  -0.003
C  -1.916  -2.912  -2.510  -1.379
C  -0.926  -1.796  -2.179  -0.411
C  -1.602  -0.628  -1.471  0.190
C  -0.730  0.635  -1.476  -1.000
C  -1.159  1.707  -0.481  1.519
C  -2.615  2.189  -0.688  -1.329
C  -2.796  3.236  -1.794  0.240
C  -2.513  2.800  -3.209  -0.056
N  -3.284  1.740  -3.697  -0.490
O  -1.731  3.369  -3.938  -0.639
O  -0.315  2.812  -0.626  -0.216
B  -0.154  3.550  0.643  -0.394
C  1.392  4.036  0.833  -1.365
C  2.372  2.874  1.049  -0.898
C  2.883  2.138  -0.170  0.807
C  3.765  1.073  0.022  -0.629
C  4.237  0.306  -1.033  -0.324
C  3.828  0.601  -2.329  -0.312
C  2.973  1.672  -2.541  -0.859
C  2.502  2.432  -1.477  0.036
C  -1.163  4.870  0.876  0.314
C  -1.043  6.033  -0.101  0.712
C  -2.374  6.568  -0.648  -1.364
F  -0.411  7.131  0.544  -0.514
O  -0.607  2.528  1.663  -0.398
C  -0.967  1.315  1.038  0.779
C  0.143  0.293  1.347  -0.858
C  -0.274  -1.168  1.588  -0.551
C  0.859  -2.152  1.262  -0.683
C  0.354  -3.543  0.947  -0.118
O  1.377  -4.213  0.162  -0.201
C  1.047  -5.431  -0.309  0.705
C  1.597  -5.701  -1.682  -0.476
O  0.405  -6.230  0.323  -0.612
H  -5.306  -1.781  -0.890  0.240
H  -5.658  -3.283  -0.041  0.387
H  -4.242  -2.315  0.415  0.227
H  -2.311  -4.278  -1.002  0.272
H  -1.436  -3.745  -3.024  0.419
H  -2.660  -2.480  -3.184  0.420
H  -0.084  -2.188  -1.604  0.177
H  -0.554  -1.411  -3.135  0.442
H  -1.944  -0.881  -0.473  -0.102
H  -2.518  -0.412  -2.035  -0.230
H  -0.776  1.040  -2.492  0.806
H  0.316  0.372  -1.314  -0.179
H  -3.333  1.376  -0.849  0.612
H  -2.910  2.663  0.251  0.391
H  -2.208  4.126  -1.615  -0.620
H  -3.853  3.529  -1.781  0.631
H  -2.811  1.345  -4.502  0.323
H  -3.440  1.007  -3.018  0.338
H  1.682  4.596  -0.066  0.291
H  1.507  4.735  1.666  0.420
H  1.871  2.129  1.671  0.050
H  3.244  3.206  1.625  0.695
H  4.088  0.826  1.028  0.359
H  4.894  -0.538  -0.862  0.450
H  4.169  -0.001  -3.163  0.360
H  2.642  1.904  -3.546  0.405
H  1.816  3.245  -1.662  0.130
H  -0.858  5.272  1.847  0.039
H  -2.201  4.555  1.010  -0.281
H  -0.425  5.738  -0.954  0.087
H  -2.501  6.350  -1.710  0.333
H  -3.231  6.145  -0.122  0.134
H  -2.413  7.653  -0.537  0.473
H  -1.917  0.997  1.497  0.430
H  0.584  0.654  2.277  1.186
H  0.938  0.363  0.601  -0.956
H  -1.152  -1.459  1.019  -0.063
H  -0.492  -1.264  2.655  0.477
H  1.382  -1.790  0.371  0.204
H  1.602  -2.191  2.059  0.547
H  -0.566  -3.511  0.362  -0.303
H  0.194  -4.135  1.849  0.541
H  1.957  -4.783  -2.142  0.236
H  2.446  -6.381  -1.603  -0.155
H  0.826  -6.149  -2.305  0.344
C  -1.634  7.818  5.727  -0.382
C  -1.985  7.297  4.555  -0.310
C  -2.665  5.979  4.475  0.256
O  -2.980  5.511  3.405  -0.382
C  -2.933  5.263  5.748  -0.265
C  -2.582  5.788  6.918  -0.411
C  -1.906  7.107  7.000  0.338
O  -1.589  7.584  8.070  -0.586
H  -1.136  8.775  5.813  0.408
H  -1.794  7.790  3.609  0.466
H  -3.428  4.304  5.661  0.437
H  -2.768  5.288  7.860  0.404
C  -8.513  3.362  2.336  -0.392
C  -8.233  4.051  3.438  -0.468
C  -6.883  4.632  3.659  0.222
O  -6.632  5.254  4.671  -0.559
C  -5.862  4.421  2.605  -0.078
C  -6.144  3.730  1.502  -0.360
C  -7.488  3.147  1.279  0.021
O  -7.754  2.515  0.279  -0.548
H  -9.486  2.927  2.151  0.408
H  -8.961  4.220  4.222  0.410
H  -4.884  4.850  2.785  0.551
H  -5.410  3.561  0.723  0.831
C  7.569  -3.423  -1.327  -0.356
C  8.631  -3.985  -1.897  -0.352
C  8.659  -4.281  -3.352  0.370
O  9.627  -4.797  -3.870  -0.574
C  7.458  -3.923  -4.147  -0.395
C  6.395  -3.360  -3.578  -0.318
C  6.366  -3.066  -2.123  0.340
O  5.399  -2.555  -1.606  -0.473
H  7.524  -3.197  -0.269  0.451
H  9.519  -4.254  -1.339  0.412
H  7.503  -4.146  -5.205  0.415
H  5.507  -3.090  -4.136  0.445
C  5.238  -10.148  0.351  -0.370
C  4.776  -8.962  -0.034  -0.283
C  4.679  -8.606  -1.472  0.392
O  4.260  -7.524  -1.823  -0.564
C  5.113  -9.622  -2.464  -0.352
C  5.575  -10.807  -2.078  -0.370
C  5.674  -11.165  -0.639  0.350
O  6.094  -12.246  -0.289  -0.550
H  5.319  -10.431  1.393  0.406
H  4.450  -8.204  0.667  0.448
H  5.031  -9.338  -3.505  0.428
H  5.899  -11.565  -2.780  0.395

***

[2]
DFT (ωB97M-V with the def2-TZVPD basis set) results for a molecular structure, C9H10AsBBeClF8Te at a distorted geometry.

Results
Largest force on an atom   3.01 eV/A
Expectation value of S²   0.76
HOMO-LUMO gap (spin up / spin down)   5.521 / 6.380 eV
HOMO energy (spin up / spin down)   -0.2860 / -0.3176 Eh
ΔE to the lowest compared entry with this formula, charge and spin   280.8 kJ/mol
2S+1   2
Total charge   0
E_LUMO (spin up / spin down)   -2.26 / -2.26 eV

Each line ends with the natural charge from an NBO analysis.
Element x y z (Å)
Be  1.387  1.309  -2.053  1.567
Cl  3.697  -0.303  -1.017  -0.086
C  3.177  1.307  -1.414  -1.089
H  3.705  1.530  -2.369  0.227
H  3.570  1.939  -0.602  0.212
C  -0.926  1.044  1.889  -0.599
Te  0.976  0.655  0.765  0.673
C  -0.046  -1.349  0.669  -0.592
C  -1.036  -1.467  1.764  -0.057
C  -1.483  -2.685  2.265  -0.202
C  -2.132  -2.737  3.485  -0.196
C  -2.542  -1.542  4.132  -0.207
C  -2.247  -0.323  3.567  -0.188
C  -1.432  -0.254  2.417  -0.065
H  -1.534  1.566  1.144  0.234
H  -0.570  1.734  2.649  0.235
H  0.797  -2.066  0.732  0.241
H  -0.416  -1.435  -0.360  0.238
H  -1.258  -3.609  1.734  0.219
H  -2.438  -3.713  3.877  0.221
H  -3.052  -1.615  5.081  0.221
H  -2.613  0.623  3.989  0.218
F  0.575  0.093  -2.419  -0.713
As  0.716  0.097  -4.403  2.772
F  -0.890  0.795  -4.384  -0.551
F  0.882  0.493  -6.097  -0.560
F  1.312  1.980  -3.604  -0.708
F  2.501  -0.187  -4.294  -0.550
F  0.290  -1.600  -4.421  -0.557
F  -0.211  3.079  -1.903  -0.518
B  0.594  2.790  -0.844  0.687
F  0.648  3.848  0.026  -0.527

***

[3]
DFT (ωB97M-V with the def2-TZVPD basis set) results for a molecular structure, C34H34Cl3N3PTi.

Results
Largest force on an atom   0.69 eV/A
Expectation value of S²   2.01
HOMO-LUMO gap (spin up / spin down)   7.000 / 7.109 eV
HOMO energy (spin up / spin down)   -0.3439 / -0.3479 Eh
ΔE to the lowest compared entry with this formula, charge and spin   5.8 kJ/mol
2S+1   3
Total charge   +1
E_LUMO (spin up / spin down)   -2.36 / -2.36 eV

Each line ends with the Mulliken spin population.
Element x y z (Å)
Ti  0.786  0.147  0.615  1.783
C  0.459  0.931  5.843  -0.001
C  -0.178  0.527  4.544  0.004
C  -0.361  1.445  3.525  -0.009
C  -0.967  1.076  2.321  0.033
C  -1.401  -0.231  2.136  0.082
C  -1.214  -1.168  3.158  0.015
C  -0.615  -0.788  4.341  0.003
H  1.263  1.649  5.683  0.000
H  0.869  0.069  6.368  0.000
H  -0.273  1.402  6.502  0.001
H  -0.032  2.468  3.660  -0.002
H  -1.190  1.838  1.579  0.014
H  -1.992  -0.504  1.272  -0.067
H  -1.575  -2.181  3.026  0.001
H  -0.488  -1.513  5.136  0.001
N  0.161  -1.998  -1.863  0.014
P  -0.728  -0.562  -1.480  0.105
C  -1.006  0.128  -3.125  -0.062
C  -1.506  -0.655  -4.170  -0.002
C  -1.760  -0.078  -5.401  0.000
C  -1.539  1.283  -5.591  0.000
C  -1.062  2.065  -4.553  0.001
C  -0.788  1.486  -3.320  0.033
C  -2.384  -1.206  -1.071  -0.023
C  -3.427  -0.280  -1.032  -0.001
C  -4.696  -0.671  -0.637  0.002
C  -4.933  -1.991  -0.274  0.000
C  -3.901  -2.915  -0.314  0.002
C  -2.627  -2.525  -0.709  0.007
C  0.801  -2.705  -0.880  -0.010
C  1.509  -3.884  -1.162  -0.003
C  2.057  -4.585  -0.117  0.000
C  1.891  -4.129  1.196  0.004
C  1.199  -2.958  1.378  0.026
N  0.684  -2.231  0.369  0.029
H  0.341  -2.244  -2.824  0.001
H  -1.731  -1.704  -4.015  0.000
H  -2.147  -0.683  -6.210  0.000
H  -1.750  1.731  -6.554  0.000
H  -0.898  3.126  -4.695  0.000
H  -0.400  2.098  -2.512  0.007
H  -3.254  0.753  -1.318  0.000
H  -5.500  0.052  -0.617  0.000
H  -5.924  -2.297  0.034  0.000
H  -4.085  -3.946  -0.041  0.000
H  -1.834  -3.261  -0.738  -0.001
H  1.592  -4.233  -2.183  0.000
H  2.600  -5.501  -0.311  0.000
H  2.274  -4.676  2.045  0.000
H  1.031  -2.556  2.370  -0.026
Cl  -1.592  6.143  -2.493  0.000
C  -0.651  5.044  -1.527  -0.003
C  0.373  4.319  -2.113  0.014
C  1.107  3.434  -1.341  -0.012
C  0.861  3.248  0.026  -0.069
C  1.632  2.234  0.796  0.142
C  -0.168  4.017  0.582  -0.017
C  -0.921  4.902  -0.177  0.008
H  0.595  4.454  -3.164  0.000
H  1.902  2.865  -1.813  -0.016
H  1.683  2.532  1.851  0.017
H  2.661  2.252  0.425  -0.009
H  -0.374  3.943  1.644  0.000
H  -1.709  5.488  0.277  0.000
Cl  2.705  -0.068  2.636  0.000
C  3.572  -1.413  3.434  0.000
Cl  2.604  -2.285  4.612  0.001
H  4.412  -0.953  3.940  0.000
H  3.892  -2.101  2.660  0.001
C  4.781  -0.267  -1.837  0.002
C  3.491  -0.215  -1.167  0.159
N  2.481  -0.158  -0.629  -0.186
H  5.470  -0.878  -1.257  0.003
H  5.179  0.743  -1.924  0.001
H  4.665  -0.698  -2.830  0.004